DFT (ωB97M-V with the def2-TZVPD basis set) results for 2 unconnected molecules or ions with the total composition CN2O3.

Output
Structure (SMILES) = N#[N+][O-].O=C=O
Orbital gap = 12.429 eV
ΔE to the lowest compared entry with this formula, charge and spin = 49.3 kJ/mol
Maximum force = 5.48 eV/A
Highest occupied orbital energy = -12.081 eV

Geometry as ORCA input:
```
! RIJCOSX wB97M-V def2-TZVPD def2/J DEFGRID3
* xyz 0 1
N -2.262 0.777 0.805
N -2.302 -0.064 0.097
O -2.188 -0.958 -0.589
O 3.026 -0.572 0.556
C 2.243 0.073 -0.096
O 1.483 0.744 -0.774
*
```